(1)
The following is a DFT calculation (wB97M-V/def2-TZVPD) of a molecular structure, C21H40Cl3N2O4SiTi at a distorted geometry.

Positions of all 72 atoms, in Å:
C 1.59412 -1.47220 -3.35865
C 1.15671 -0.06404 -3.07646
H 1.87386 -1.69778 -4.38878
H 0.70749 -2.04719 -3.04760
H 2.41352 -1.79301 -2.69710
C 0.37708 0.68357 -3.93362
C -0.21422 0.05354 -5.11669
H 0.02102 1.65261 -3.61939
H -0.75410 -0.86260 -4.80240
H 0.52472 -0.22837 -5.88550
H -0.94920 0.73654 -5.55631
Ti -0.48696 -1.03432 2.16100
Cl 1.81726 -0.89072 2.57397
Cl -1.86246 -2.91489 2.96984
C 0.89035 2.04316 2.14586
O 0.01240 1.14494 1.87044
N 0.50921 3.28914 2.45664
C -0.87894 3.70647 2.32701
C 1.46823 4.31301 2.84059
H 1.96791 1.82750 2.20708
H -1.55315 2.89534 2.61070
H -1.11150 4.02571 1.30371
H -1.03038 4.55481 2.99529
H 2.41626 3.84612 3.13906
H 1.06287 4.88389 3.68751
H 1.66801 5.01392 2.01437
H -1.62117 -1.39980 -2.25532
H -2.58917 1.15796 -3.06617
C -2.53124 -1.27825 -1.65808
C -3.23372 1.06233 -2.18265
N -2.65238 0.11654 -1.23778
H -2.43078 -1.89457 -0.76883
C -2.20857 0.43932 -0.02575
O -1.64866 -0.46185 0.70825
H -3.34820 2.04909 -1.72454
H -2.29546 1.44707 0.39872
H -3.40475 -1.57883 -2.23574
H -4.21484 0.71172 -2.53036
O 0.46422 -0.56315 -1.63873
C 1.45533 0.42785 -1.65986
C -0.06776 2.44061 -1.29424
C 1.18198 1.83310 -1.23788
H -0.94763 1.80722 -1.49211
C -0.16765 3.82922 -1.12523
H 2.39723 0.04610 -1.28163
C 2.32028 2.57283 -0.89770
H -1.15275 4.29941 -1.21153
C 0.98208 4.57744 -0.86138
C 2.22458 3.94458 -0.73697
H 3.26249 2.03102 -0.79241
H 0.91070 5.66091 -0.77038
H 3.12261 4.51796 -0.51493
Si 0.48054 -4.39358 0.70855
Cl 0.13223 -2.23612 0.39474
C -1.16343 -5.26215 0.60793
C 1.14811 -4.44117 2.44922
C 1.63782 -5.17915 -0.47713
H -1.88837 -4.72224 -0.00340
H -1.64856 -5.42321 1.57405
H -1.02922 -6.24936 0.14426
H 1.14606 -5.51430 -1.39083
H 2.04957 -6.07134 0.00815
H 2.47858 -4.55540 -0.77499
H 1.10671 -3.50272 3.00250
H 2.20257 -4.73026 2.43290
H 0.59996 -5.18725 3.04024
C -0.17672 -0.13126 4.94234
O -1.12043 -0.52462 3.94556
H 0.84602 -0.20470 4.55576
H -0.24256 -0.71551 5.85650
H -0.37585 0.92624 5.07275
H -1.62995 -1.34293 4.18356

Computed properties:
LUMO energy (spin up / spin down) (hartree): 0.0855 / 0.0850
HOMO level (spin up / spin down) (eV): -1.926 / -1.989
2S+1: 3
Total charge: -1
Expectation value of S²: 2.004
E (eV): -102158.3248
Gap between HOMO and LUMO (spin up / spin down) (eV): 4.253 / 4.301

Löwdin population analysis, charges in e, atoms 1 to 4: -0.0540, -0.3607, 0.0664, 0.0807

(2)
The following is a DFT calculation (wB97M-V/def2-TZVPD) of a molecular structure, C21H40Cl3N4O4SiSr at a distorted geometry.

Positions of all 74 atoms, in Å:
C -0.78203 -2.28807 -3.47061
C -0.25778 -3.20220 -2.41595
H 0.03163 -1.96425 -4.12525
H -1.26518 -1.41402 -3.01357
H -1.53697 -2.80288 -4.08651
C 0.45241 -4.31594 -2.67971
C 0.97728 -4.71179 -4.01657
H 0.64816 -5.05136 -1.89759
H 1.66509 -3.96985 -4.44215
H 0.17999 -4.89280 -4.74979
H 1.53887 -5.64667 -3.91149
Sr -1.12028 2.36076 -0.19521
Cl -3.81773 3.00382 -0.09779
Cl -2.25715 -0.24573 0.25358
C -2.12774 1.98418 2.68476
O -1.02893 2.36791 2.20418
N -2.24117 1.58285 3.94069
C -1.02331 1.65820 4.73709
C -3.44643 0.94457 4.44482
H -3.03767 1.94891 2.07584
H -0.56316 2.64229 4.53891
H -0.31305 0.85496 4.47107
H -1.26467 1.57219 5.80208
H -4.28377 1.51316 4.02642
H -3.45102 0.95645 5.53735
H -3.53171 -0.10388 4.11878
H 2.76509 4.52020 -4.60486
H 2.19274 1.55015 -2.55104
C 3.45181 4.26762 -3.77285
C 3.13005 2.15215 -2.53350
N 2.77994 3.52914 -2.70546
H 3.93611 5.18555 -3.39671
C 1.90837 4.08404 -1.83455
O 1.43108 3.48035 -0.85912
H 3.66990 1.98224 -1.60234
H 1.62496 5.11967 -2.07244
H 4.23136 3.59629 -4.15298
H 3.75978 1.85442 -3.36570
O -0.06818 -1.61131 -0.57637
C -0.68270 -2.80641 -0.99244
C 0.70390 -4.50037 0.29189
C -0.53308 -3.90218 0.04047
H 1.57629 -4.17964 -0.28614
C 0.78516 -5.52660 1.24588
H -1.75764 -2.59320 -1.09291
C -1.67563 -4.22050 0.76739
H 1.74551 -6.02371 1.40138
C -0.36639 -5.89927 1.93552
C -1.58689 -5.24784 1.70851
H -2.59432 -3.67598 0.51894
H -0.30016 -6.69088 2.68470
H -2.49059 -5.55185 2.22731
Si 0.95501 -1.02983 0.61099
Cl 1.66355 -0.17343 -2.09969
C 2.54878 -1.99755 0.71547
C 0.02493 -1.42425 2.28101
C 1.43089 0.75577 1.02936
H 2.37920 -2.98955 1.16283
H 3.23654 -1.44656 1.37984
H 3.00606 -2.09671 -0.28036
H 2.27472 0.75209 1.72633
H 0.64058 1.30835 1.57831
H 1.75753 1.30805 0.13391
H 0.28801 -2.41922 2.65887
H -1.06393 -1.42042 2.14133
H 0.22762 -0.71639 3.09670
N -3.01988 5.95108 -0.15617
C -1.72738 5.79823 -0.45637
N -0.94756 6.91548 -0.33908
O -1.22312 4.71920 -0.82606
H -3.39157 6.85172 0.07957
H -3.61391 5.12646 -0.19274
H 0.02731 6.80491 -0.51921
H -1.25353 7.74968 0.11921

Computed properties:
LUMO energy (hartree): 0.0810
HOMO level (eV): -4.138
Total charge: -1
E (eV): -82865.6373
Gap between HOMO and LUMO (eV): 6.344

Löwdin population analysis, charges in e, atoms 1 to 4: -0.0749, -0.2218, 0.0636, 0.0768

(3)
The following is a DFT calculation (wB97M-V/def2-TZVPD) of a molecular structure, C21H40FN2OPPdSi.

Positions of all 68 atoms, in Å:
Pd 1.95859 -0.11575 0.58455
N 5.17195 -1.29944 0.44422
C 4.78711 -0.06401 -0.10411
O 4.65892 0.05465 -1.30996
C 4.75494 1.09492 0.85972
C 3.29925 1.50140 1.20706
H 5.34547 -1.97160 -0.29135
H 5.94804 -1.22867 1.08493
H 5.34933 1.88693 0.37983
H 5.27203 0.78966 1.77772
H 3.00231 2.36428 0.60306
H 3.25258 1.77794 2.26340
C -3.32688 4.38988 1.86959
Si -2.87475 2.69895 1.12001
C -4.56129 1.89998 0.74640
C -2.09454 1.69001 2.51699
N -1.83199 2.73551 -0.16302
C -1.81755 3.26926 -1.37704
C -2.81788 4.11881 -1.94287
C -2.75050 4.63127 -3.22990
C -1.67488 4.33849 -4.06178
C -0.66788 3.51180 -3.55424
C -0.74318 3.01483 -2.27650
F 0.26671 2.21061 -1.86261
H -3.91104 4.28335 2.79068
H -3.90856 4.99223 1.16539
H -2.41438 4.94320 2.10907
H -5.14983 1.74574 1.65782
H -4.41515 0.92564 0.27116
H -5.14903 2.51991 0.06257
H -2.73863 0.86968 2.85047
H -1.86911 2.30858 3.39124
H -1.15246 1.26922 2.15663
H -3.66816 4.35986 -1.31195
H -3.55432 5.26734 -3.59037
H -1.61378 4.73102 -5.06949
H 0.19441 3.24496 -4.15525
C 2.37537 -3.59170 1.68649
C 0.90900 -3.18624 1.52268
C 0.38684 -2.61367 2.84068
P 0.78861 -1.87556 0.19218
C -1.06596 -1.57246 0.16537
C -2.01844 -2.76723 0.16380
C -1.40870 -0.62118 -0.98216
C 1.01785 -2.89143 -1.37994
C 2.43500 -2.69433 -1.92688
C 0.68303 -4.38397 -1.33498
H 2.50342 -4.24454 2.55891
H 2.98748 -2.69412 1.81304
H 2.75398 -4.12389 0.81044
H 0.31511 -4.06547 1.25146
H 0.89749 -1.66988 3.05280
H 0.57553 -3.31211 3.66443
H -0.68541 -2.41262 2.80627
H -1.21291 -1.01213 1.09412
H -1.97723 -3.29996 -0.78947
H -3.04999 -2.41939 0.28932
H -1.80846 -3.48270 0.96295
H -1.41010 -1.14727 -1.94301
H -0.70129 0.20673 -1.02689
H -2.40200 -0.18660 -0.84167
H 0.32781 -2.41060 -2.08106
H 3.14813 -3.31453 -1.37301
H 2.75904 -1.65745 -1.82902
H 2.49208 -2.99004 -2.98145
H 1.36595 -4.91897 -0.67078
H 0.79477 -4.82438 -2.33315
H -0.33188 -4.58272 -0.99352

Computed properties:
LUMO energy (hartree): 0.1794
HOMO level (eV): -0.158
Total charge: -2
E (eV): -50818.5965
Gap between HOMO and LUMO (eV): 5.039

natural (NBO) population analysis, charges in e, atoms 1 to 4: -0.2450, -0.8552, 0.7157, -0.6524

(4)
The following is a DFT calculation (wB97M-V/def2-TZVPD) of a molecular structure, C21H41Li5O12P at a distorted geometry.

Positions of all 80 atoms, in Å:
Li -1.72596 0.58318 -0.86123
Li 1.89770 2.00012 2.00051
Li -1.72148 2.64358 1.59919
Li -0.84981 -0.16585 1.95904
Li 1.86862 -0.18609 -0.02590
P 0.09842 1.46448 0.46608
O -0.09446 1.59506 2.00398
O 1.55610 1.75434 0.16365
O -1.05641 2.22621 -0.11641
O -0.11553 -0.03019 0.12848
O -4.73739 0.01324 2.22707
C -3.68369 0.69769 1.81943
O -3.59021 1.88025 2.24894
O -2.76032 0.22346 1.16223
H -4.97085 0.73087 2.82046
C 1.57257 4.31487 -2.49551
C 2.00491 5.07954 -3.70580
C 1.82790 4.11660 -4.85198
O 0.63889 3.40359 -4.50966
C 0.45490 3.45428 -3.05885
H 1.17642 4.97053 -1.72010
H 2.37672 3.75991 -2.01234
H 2.98069 5.56375 -3.66733
H 1.30578 5.88405 -3.93401
H 2.65528 3.41882 -4.98105
H 1.65943 4.68637 -5.76581
H 0.52040 2.45862 -2.62016
H -0.51613 3.91519 -2.87785
C -1.95450 -2.71092 -3.67898
C -2.18266 -1.42197 -4.41488
C -1.40521 -0.40425 -3.58514
O -1.57974 -0.83914 -2.22064
C -1.61019 -2.28047 -2.20428
H -1.11372 -3.25901 -4.10418
H -2.87206 -3.29545 -3.74611
H -3.23089 -1.16353 -4.26486
H -2.01861 -1.52774 -5.48726
H -1.74191 0.62337 -3.72198
H -0.34108 -0.46650 -3.81288
H -2.34640 -2.62784 -1.47941
H -0.64308 -2.72382 -1.96711
C -1.48363 -4.26307 1.40035
C -0.05690 -4.31258 1.86684
C 0.34627 -2.86304 2.04119
O -0.87827 -2.15423 2.05418
C -1.98788 -3.04356 2.12090
H -2.06945 -5.09055 1.80058
H -1.60079 -4.23927 0.31693
H 0.59280 -4.81729 1.15182
H -0.00496 -4.91841 2.77148
H 1.00365 -2.54416 1.23233
H 0.91565 -2.66495 2.94930
H -2.77595 -2.58971 1.52002
H -2.33693 -3.16923 3.14582
C -2.22345 -0.03849 6.10161
C -0.84853 0.58540 6.14962
C -0.29932 0.26392 4.76599
O -1.33167 -0.40887 4.00999
C -2.21764 -0.95461 4.94401
H -2.94776 0.75512 5.91817
H -2.53605 -0.61773 6.97045
H -0.21793 0.12457 6.90993
H -0.89837 1.66492 6.29189
H 0.66753 -0.23707 4.81398
H -0.10830 1.23354 4.30616
H -1.91458 -1.98357 5.13767
H -3.21515 -1.06926 4.51983
C 4.05505 1.00933 -1.82616
C 4.97069 0.06200 -1.12658
C 4.41419 -1.32701 -1.40549
O 3.01575 -1.10187 -1.50244
C 2.86920 0.10917 -2.29327
H 4.52644 1.40792 -2.72450
H 3.72016 1.81760 -1.17605
H 4.91866 0.23726 -0.05202
H 6.01082 0.26034 -1.38519
H 4.59820 -2.06229 -0.62217
H 4.74400 -1.85001 -2.30315
H 1.88921 0.56422 -2.14961
H 2.96303 -0.13397 -3.35166

Computed properties:
LUMO energy (hartree): -0.1274
HOMO level (eV): -11.409
Total charge: +1
E (eV): -57333.4746
Gap between HOMO and LUMO (eV): 7.943

Löwdin population analysis, charges in e, atoms 1 to 4: 0.6820, 0.7825, 0.7318, 0.6259